98
Properties=species:S:1:pos:R:3 method="wB97M-V/def2-TZVPD" homo_energy_ha="-0.228 / -0.275" e_above_lowest_kcal_mol=20.2 spin_multiplicity=3 lumo_ev="-0.784 / -1.029" orbital_gap_ev="5.4 / 6.4" s2=2.05
W 0.01917 0.27520 0.65187
C -2.38640 -2.42027 4.07783
O -2.85757 -1.11030 3.76619
C -3.59943 -1.08150 2.59754
C -4.93789 -1.43252 2.59720
C -5.67024 -1.35252 1.40827
C -5.06715 -0.94395 0.24395
C -3.69485 -0.59214 0.21857
C -3.04808 -0.19614 -0.94879
N -1.66579 -0.14578 -1.14287
N -1.12548 1.04248 -1.28151
C 0.16580 0.81642 -1.96262
O 0.85492 -0.04264 -1.08653
C 0.00775 0.20576 -3.33856
C -1.06865 0.53777 -4.15431
C -1.16038 0.00625 -5.43187
C -0.17796 -0.85603 -5.90055
C 0.89787 -1.18348 -5.08893
C 0.99322 -0.65030 -3.81084
C -2.96928 -0.64351 1.43013
O -1.71857 -0.21989 1.51569
H -3.22168 -3.11199 4.21133
H -1.82890 -2.34287 5.00995
H -1.73047 -2.79799 3.28781
H -5.40127 -1.74840 3.52264
H -6.71899 -1.61825 1.40912
H -5.63090 -0.89309 -0.67938
H -3.59930 -0.15337 -1.88437
H -1.83455 1.21121 -3.78877
H -2.00225 0.26552 -6.06121
H -0.25482 -1.27516 -6.89562
H 1.66069 -1.86526 -5.44251
H 1.81891 -0.91587 -3.16277
N -0.03246 0.47726 3.02838
C -0.78338 1.64417 3.50103
C -0.06172 2.42822 4.61068
C 1.36666 2.90641 4.29968
C 1.49267 4.36641 3.86194
N 0.65350 4.71812 2.72406
C 0.98916 4.67065 1.44249
N 2.25785 4.45277 1.05866
N 0.04896 4.94810 0.53283
C -1.15326 2.53831 2.32128
O -1.80027 3.57067 2.49999
O -0.72843 2.16848 1.16791
H -0.51458 -0.37731 3.28785
H 0.93260 0.45764 3.34215
H -1.73105 1.29523 3.91638
H -0.02907 1.77458 5.48449
H -0.70524 3.26755 4.88594
H 1.82578 2.27847 3.53071
H 1.98539 2.79407 5.19269
H 2.53179 4.59947 3.62645
H 1.20730 5.03629 4.67433
H -0.34891 4.71629 2.89475
H 2.82041 3.87635 1.66924
H 2.40035 4.22813 0.08506
H -0.90668 4.77551 0.83565
H 0.22819 4.70359 -0.43124
Se 0.43088 -2.14638 1.25595
P 2.29676 -2.71520 0.09741
Se 2.21363 0.97395 1.14553
C 1.51871 -3.80867 -1.16328
C 0.43422 -3.32531 -1.89965
C -0.09418 -4.06688 -2.94335
C 0.45175 -5.30165 -3.26961
C 1.53096 -5.78701 -2.54822
C 2.06567 -5.04509 -1.50278
C 2.99069 -3.97781 1.23684
C 4.35731 -3.90761 1.49008
C 4.97573 -4.84003 2.31640
C 4.22566 -5.84696 2.90029
C 2.85825 -5.92275 2.65618
C 2.24539 -4.99753 1.82906
H -0.00321 -2.36483 -1.64662
H -0.93388 -3.67504 -3.50389
H 0.03559 -5.88279 -4.08277
H 1.96007 -6.74986 -2.79592
H 2.90780 -5.43447 -0.94470
H 4.93950 -3.11338 1.03761
H 6.04025 -4.77544 2.50188
H 4.70227 -6.57343 3.54605
H 2.27065 -6.71047 3.11067
H 1.18203 -5.06954 1.63244
C 0.91683 2.15947 -2.04504
C 0.28183 3.19402 -2.93243
C 0.88242 3.55372 -4.13540
C 0.30554 4.50729 -4.96129
C -0.88534 5.11792 -4.59506
C -1.49712 4.76422 -3.40069
C -0.91982 3.80832 -2.57600
H 0.98899 2.51992 -1.01428
H 1.93156 1.93364 -2.37768
H 1.80675 3.07146 -4.43094
H 0.78544 4.77119 -5.89495
H -1.33697 5.86081 -5.23936
H -2.43326 5.22655 -3.11394
H -1.42233 3.49281 -1.66799